Computed, not measured: a cluster of 4 separate species, C37H73N5O11P2S2 in total at a distorted geometry, with ωB97M-V/def2-TZVPD.

- F_max (eV Å⁻¹) = 2.11
- DFT total energy (eV) = -109775.338
- LUMO level (eV) = -0.40
- SMILES = CCCCN(CCCCN1C(=O)c2c(CP(=O)(O)O)cc(P(O)O)c(COCCC)c2C1=O)C(=S)SCCC.COC[C@@H](C)N.COC[C@@H](C)N.COC[C@@H](C)N
- frontier orbital gap (Eh) = 0.28966
- HOMO energy (eV) = -8.3

Geometry as XYZ:
```
130
C37H73N5O11P2S2 | the OMol25 dataset | ωB97M-V/def2-TZVPD
S -0.433 3.842 0.590
S 0.435 5.845 -1.388
P -2.135 -0.266 2.407
P 2.985 -2.606 2.696
O 2.429 -3.244 -2.033
O -1.533 -2.036 -3.317
O 3.370 -1.315 3.297
O 1.835 -4.735 8.593
O -2.606 1.079 1.605
O -0.985 0.376 3.374
O -6.349 4.142 -1.452
O -3.906 -0.825 0.064
O 4.187 -3.646 2.671
O 5.091 -2.135 -8.390
O 1.805 -3.305 3.494
N 1.563 3.367 -1.175
N -6.060 1.657 -0.004
N 1.102 -3.251 6.239
N 0.758 -1.971 -3.017
N 4.218 -0.643 -6.082
C 4.243 -2.111 -6.056
C 2.578 -2.412 0.953
C -4.584 -2.719 1.439
C -0.534 -1.698 -1.108
C 6.412 -2.640 -8.349
C 0.735 -2.104 -0.706
C 0.473 -4.561 8.256
C -4.409 -2.166 0.038
C 0.562 4.221 -0.629
C 1.796 0.234 -2.668
C 4.191 -2.715 -7.466
C 5.283 0.586 0.848
C -5.462 -1.792 2.287
C -2.247 5.099 -2.027
C -0.597 -1.904 -2.609
C 0.830 2.522 -2.148
C -2.770 -0.636 -0.751
C 0.203 -2.014 8.134
C 0.181 -3.338 7.378
C 2.289 -3.978 9.700
C 5.440 -2.570 -5.232
C 1.478 -2.539 -1.937
C 1.701 1.706 -3.120
C -0.927 5.647 -2.584
C -6.548 3.366 1.659
C -1.034 -1.025 1.126
C 0.242 -1.446 1.516
C 1.162 -2.002 0.612
C -1.454 -1.153 -0.216
C 2.190 2.558 -0.096
C -5.314 3.985 -0.504
C 3.588 2.018 -0.462
C 1.323 -0.797 -3.691
C -3.489 5.764 -2.682
C -5.579 2.920 0.570
C 4.418 1.864 0.826
C -7.415 4.984 -1.052
H -1.099 6.628 -3.014
H 2.831 0.007 -2.427
H 6.848 -2.497 -9.338
H 4.325 -3.804 -7.434
H 6.319 0.793 1.102
H -5.064 4.952 -0.047
H 2.334 3.222 0.745
H -0.147 -4.551 9.162
H 3.131 -4.512 10.138
H 2.134 -1.117 -4.336
H -2.297 4.039 -2.262
H 3.195 -2.529 -7.878
H -0.583 4.984 -3.370
H -4.439 3.670 -1.080
H 0.523 -1.307 2.546
H 6.362 -2.079 -5.544
H -7.865 5.394 -1.956
H -5.895 -0.983 1.704
H -0.452 1.009 2.864
H 2.640 -2.990 9.393
H -7.061 5.811 -0.431
H 4.696 -3.495 3.481
H 2.049 -3.300 6.606
H -0.255 -1.230 7.531
H -2.655 0.427 -0.954
H 3.366 -0.333 -6.543
H 1.510 -3.871 10.459
H 4.960 -0.334 -6.705
H 0.222 3.198 -2.747
H 3.734 1.777 1.669
H -0.354 -2.086 9.071
H -4.060 6.284 -1.917
H 5.286 -2.326 -4.180
H -7.580 3.360 1.311
H 7.028 -2.097 -7.628
H -2.327 5.220 -0.954
H 2.698 2.128 -3.157
H -3.600 -2.878 1.872
H -5.366 1.297 -0.654
H 5.034 2.741 1.004
H 1.210 1.762 -4.087
H -5.390 -2.154 -0.440
H 4.898 -0.134 1.564
H 1.011 -4.096 5.680
H -6.863 1.872 -0.589
H 3.239 -1.610 0.624
H -2.946 -1.110 -1.714
H 0.126 1.897 -1.584
H -3.203 6.506 -3.421
H 1.224 0.151 -1.748
H -4.924 -1.339 3.112
H 3.342 -2.454 -5.537
H -8.186 4.426 -0.516
H 0.546 -0.366 -4.317
H -6.310 4.372 2.012
H 1.218 -1.691 8.363
H -6.491 2.689 2.511
H 6.426 -3.708 -8.112
H -4.615 2.725 1.053
H -0.829 -3.469 6.979
H -5.075 -3.686 1.358
H 1.453 -2.642 4.119
H 3.468 1.013 -0.847
H 5.277 0.106 -0.128
H 2.861 -3.285 0.373
H -3.532 0.963 1.351
H 4.077 2.680 -1.168
H -6.299 -2.344 2.709
H 5.582 -3.649 -5.307
H 1.571 1.703 0.180
H -4.150 5.016 -3.106
H 0.198 -5.457 7.692
H -3.762 -2.791 -0.577
```

=====

Computed, not measured: a cluster of 2 separate species, C4H11NO in total at a distorted geometry, with ωB97M-V/def2-TZVPD.

- F_max (eV Å⁻¹) = 5.53
- DFT total energy (eV) = -7861.781
- LUMO level (eV) = 0.79
- SMILES = C/C=C/CN.O
- frontier orbital gap (Eh) = 0.35669
- HOMO energy (eV) = -8.9

Geometry as XYZ:
```
17
C4H11NO | the OMol25 dataset | ωB97M-V/def2-TZVPD
O -1.990 -1.620 -0.318
N 0.058 1.350 1.910
C 0.254 0.577 -0.877
C 0.993 0.251 1.471
C 0.575 -0.299 0.176
C 0.314 0.104 -2.279
H 0.435 0.848 -3.054
H 0.975 -1.239 -0.148
H -2.206 -2.529 -0.607
H 1.349 -0.148 -2.501
H 0.981 -0.645 2.200
H 0.355 1.562 2.835
H -1.084 -1.718 -0.001
H -0.233 1.610 -0.674
H 2.051 0.560 1.500
H -0.344 -0.704 -2.701
H 0.421 2.117 1.384
```